101
Properties=species:S:1:pos:R:3 method="wB97M-V/def2-TZVPD" energy_ha=-3390.19836 relative_energy_kcal_mol=69.16 total_charge=+2
Sn 1.44 -0.79 -0.45
C 4.88 -1.07 2.72
C 3.99 -1.69 1.66
C 3.34 -2.97 2.16
C 4.75 -1.91 0.37
O 2.90 -0.74 1.33
Si 2.09 0.31 2.38
S 0.47 0.80 1.09
O 1.68 -0.57 3.66
C 1.14 -0.20 4.97
C 0.29 -1.38 5.41
C 2.32 0.01 5.90
C 0.30 1.06 4.84
O 2.98 1.56 2.84
C 3.54 2.75 2.21
C 2.47 3.83 2.24
C 3.97 2.43 0.79
C 4.73 3.14 3.07
H 5.70 -1.76 2.95
H 4.33 -0.88 3.65
H 5.31 -0.13 2.37
H 4.10 -3.72 2.37
H 2.67 -3.37 1.39
H 2.75 -2.78 3.06
H 5.56 -2.61 0.53
H 5.17 -0.97 0.00
H 4.10 -2.33 -0.41
H 0.90 -2.29 5.48
H -0.51 -1.56 4.70
H -0.14 -1.19 6.39
H 2.93 -0.89 5.97
H 1.98 0.27 6.90
H 2.95 0.83 5.53
H -0.52 0.91 4.14
H 0.91 1.90 4.51
H -0.13 1.32 5.81
H 1.59 3.52 1.68
H 2.86 4.75 1.79
H 2.18 4.05 3.27
H 3.10 2.19 0.16
H 4.66 1.59 0.77
H 4.47 3.29 0.35
H 4.42 3.29 4.10
H 5.18 4.06 2.70
H 5.49 2.35 3.04
O 2.59 1.31 -2.88
C 1.48 1.48 -3.22
O 0.38 1.31 -2.34
C 0.72 1.78 -4.49
P -0.81 1.41 -3.51
C -1.53 -0.08 -4.14
C -1.38 -0.67 -5.33
C -2.08 -1.87 -5.71
C -3.29 -2.25 -5.25
C -4.16 -1.56 -4.31
C -3.79 -0.75 -3.31
C -1.75 2.92 -3.48
C -2.91 3.01 -4.24
C -3.63 4.20 -4.24
C -3.19 5.27 -3.48
C -2.03 5.17 -2.71
C -1.30 3.99 -2.72
H 1.00 1.16 -5.34
H 0.82 2.83 -4.76
H -0.70 -0.23 -6.06
H -1.64 -2.45 -6.52
H -3.72 -3.12 -5.71
H -5.22 -1.77 -4.42
H -4.61 1.01 -2.44
H -3.26 2.18 -4.84
H -4.53 4.29 -4.83
H -3.75 6.20 -3.48
H -1.69 6.01 -2.12
H -0.40 3.91 -2.12
C -2.86 -4.63 0.47
O -2.31 -3.34 0.14
C -1.03 -3.19 -0.16
O -0.63 -2.06 -0.43
N -0.26 -4.29 -0.18
N 1.11 -4.15 -0.44
H -3.90 -4.44 0.72
H -2.36 -5.06 1.33
H -2.82 -5.29 -0.40
H -0.65 -5.20 0.00
H 1.34 -4.59 -1.32
H 1.63 -4.61 0.30
N -6.03 -1.25 0.81
C -5.46 -1.52 -0.39
O -5.65 -2.54 -1.02
C -4.51 -0.50 -0.95
C -4.76 -0.08 -2.38
C -2.34 -0.57 -2.97
N -2.01 0.55 -2.07
C -2.41 0.71 -0.87
C -3.44 -0.12 -0.25
H -6.69 -1.90 1.19
H -5.91 -0.35 1.25
H -5.78 -0.30 -2.67
H -1.94 -1.50 -2.54
H -1.95 1.51 -0.31
H -3.30 -0.39 0.79

101
Properties=species:S:1:pos:R:3 method="wB97M-V/def2-TZVPD" energy_ha=-3783.44534 relative_energy_kcal_mol=48.01 total_charge=+4
Y -0.41 -0.73 0.19
N -2.88 -3.98 2.23
C -4.04 -3.27 1.97
C -5.38 -3.58 2.17
C -6.29 -2.62 1.81
C -5.89 -1.38 1.29
C -4.56 -1.08 1.09
C -3.62 -2.06 1.41
N -2.22 -2.06 1.33
C -1.83 -3.22 1.85
C -0.44 -3.59 2.04
C 0.04 -4.60 2.81
S 1.74 -4.62 2.77
C 1.72 -3.28 1.73
N 0.53 -2.84 1.42
H -2.84 -4.90 2.63
H -5.68 -4.53 2.60
H -7.35 -2.81 1.95
H -6.65 -0.64 1.06
H -4.25 -0.11 0.72
H -0.51 -5.31 3.42
H 2.63 -2.86 1.34
C -4.69 -1.10 -2.39
Sb -2.70 -0.38 -2.03
C -3.25 1.41 -0.95
C -2.42 0.49 -4.05
C -3.07 1.82 -4.05
C -4.43 1.93 -4.35
C -5.08 3.15 -4.30
C -4.38 4.29 -3.92
C -3.03 4.20 -3.62
C -2.35 2.98 -3.69
C -0.88 2.95 -3.50
Sb 0.11 1.98 -1.77
C -0.12 3.63 -0.40
C 1.96 2.62 -2.69
H -5.30 -0.23 -2.63
H -5.08 -1.62 -1.53
H -4.66 -1.78 -3.24
H -4.33 1.45 -0.86
H -2.93 2.31 -1.49
H -2.80 1.42 0.05
H -2.93 -0.21 -4.70
H -1.36 0.51 -4.28
H -4.97 1.05 -4.68
H -6.13 3.22 -4.56
H -4.88 5.25 -3.89
H -2.48 5.09 -3.36
H -0.50 3.97 -3.39
H -0.38 2.48 -4.34
H 0.15 4.55 -0.91
H 0.52 3.49 0.47
H -1.16 3.70 -0.07
H 1.87 3.69 -2.86
H 2.07 2.12 -3.65
H 2.83 2.43 -2.06
C 2.62 -0.21 3.38
Te 0.97 0.90 2.54
C 0.05 0.27 4.40
C 1.20 0.22 5.36
C 1.02 0.37 6.73
C 2.12 0.37 7.58
C 3.40 0.22 7.07
C 3.58 0.05 5.70
C 2.48 0.04 4.85
H 3.57 0.14 2.96
H 2.48 -1.26 3.14
H -0.43 -0.70 4.26
H -0.71 0.99 4.70
H 0.02 0.50 7.14
H 1.97 0.50 8.64
H 4.25 0.26 7.73
H 4.58 -0.08 5.30
N 4.45 -1.30 -1.98
C 3.31 -1.37 -2.94
P 2.02 -2.51 -2.19
O 2.79 -3.39 -1.25
O 0.82 -1.74 -1.70
C 1.47 -3.68 -3.54
N 2.20 -4.97 -3.34
H 4.36 -0.45 -1.34
H 5.36 -1.26 -2.44
H 4.40 -2.15 -1.39
H 3.67 -1.78 -3.88
H 2.89 -0.38 -3.12
H 1.64 -3.29 -4.55
H 0.40 -3.83 -3.42
H 3.03 -5.06 -3.94
H 1.63 -5.80 -3.52
H 2.54 -4.97 -2.36
C 6.14 4.07 0.48
N 5.28 2.93 0.13
C 4.22 2.56 0.81
N 3.87 3.25 1.89
S 3.26 1.20 0.33
H 6.97 4.11 -0.21
H 6.54 3.95 1.49
H 5.59 5.01 0.41
H 5.49 2.44 -0.72
H 4.39 4.06 2.19
H 3.06 2.98 2.43

107
Properties=species:S:1:pos:R:3 method="wB97M-V/def2-TZVPD" energy_ha=-2816.73426 relative_energy_kcal_mol=55.08 total_charge=-1
C 0.08 1.13 -0.31
O -0.33 2.09 0.31
O 0.83 0.13 0.20
O -0.19 1.11 -1.62
H 0.81 0.53 1.15
C -0.31 -3.12 -3.61
C 0.09 -1.65 -3.44
C 1.50 -1.14 -3.87
C 2.40 -2.06 -4.63
C 1.90 -3.43 -4.90
C 0.62 -3.91 -4.33
N 3.81 -1.70 -4.97
O 4.51 -2.34 -5.72
O 4.13 -0.69 -4.35
H -1.17 -3.61 -3.30
H -0.62 -0.97 -2.96
H 1.71 -0.04 -3.79
H 2.48 -4.28 -5.67
H 0.21 -5.00 -4.45
C 3.61 -1.88 -1.04
C 5.14 -1.95 -1.30
C 5.70 -3.35 -1.45
C 4.91 -4.62 -1.48
C 3.36 -4.42 -1.41
C 2.76 -2.99 -1.16
N 5.49 -5.90 -1.54
O 6.68 -5.97 -1.64
O 4.85 -6.95 -1.40
H 3.34 -0.93 -0.76
H 5.61 -1.06 -1.17
H 6.82 -3.23 -1.44
H 2.93 -5.26 -1.19
H 1.71 -2.89 -1.09
C -0.54 5.46 5.06
C -0.97 4.35 3.97
C 0.14 3.43 3.51
C 1.47 3.60 3.96
C 1.94 4.55 5.14
C 0.85 5.48 5.54
N 2.58 2.72 3.46
O 3.77 3.09 3.62
O 2.12 1.88 2.78
H -1.27 6.45 5.43
H -2.05 4.43 3.75
H -0.02 2.67 2.70
H 3.00 4.63 5.74
H 1.18 6.14 6.26
C -1.13 -0.46 5.83
O -0.19 -1.28 5.74
N -1.83 -0.03 4.76
C -2.95 0.88 5.06
C -1.29 -0.25 3.33
H -1.46 -0.34 6.73
H -2.74 1.82 5.10
H -3.47 0.37 5.79
H -3.68 0.55 4.18
H -0.36 0.38 3.23
H -2.05 0.30 2.67
H -1.33 -1.38 3.07
C -3.29 3.29 -1.32
O -3.71 3.48 -2.49
N -4.26 3.59 -0.33
C -3.69 3.64 1.01
C -5.52 4.16 -0.56
H -2.43 3.07 -0.96
H -3.27 2.79 1.52
H -4.55 3.78 1.84
H -3.12 4.42 1.07
H -6.13 3.98 0.23
H -5.92 3.83 -1.48
H -5.69 5.33 -0.44
C -0.09 2.91 -4.67
O -0.99 3.04 -5.43
N 1.28 3.02 -4.89
C 2.20 2.90 -3.79
C 1.74 3.68 -6.10
H -0.20 2.29 -3.74
H 2.58 3.91 -3.50
H 2.90 2.14 -4.01
H 1.83 2.40 -2.96
H 1.66 4.74 -5.98
H 1.08 3.44 -6.81
H 2.48 3.13 -6.44
C -3.43 -0.77 -1.72
O -3.93 -0.90 -2.88
N -3.64 -1.78 -0.88
C -3.43 -1.50 0.58
C -4.55 -2.84 -1.16
H -2.82 0.10 -1.41
H -4.27 -1.02 1.01
H -2.44 -1.10 0.75
H -3.31 -2.22 1.31
H -4.45 -3.17 -2.18
H -5.61 -2.46 -1.26
H -4.19 -3.85 -0.58
C -0.37 -4.05 3.51
O -1.29 -4.89 3.21
N 0.30 -3.34 2.63
C 1.68 -2.73 3.06
C -0.03 -3.45 1.20
H -0.19 -3.69 4.56
H 2.40 -3.51 3.04
H 1.80 -2.38 4.20
H 2.05 -2.01 2.49
H -1.04 -3.48 1.27
H 0.44 -4.35 0.66
H 0.33 -2.69 0.77

100
Properties=species:S:1:pos:R:3 method="wB97M-V/def2-TZVPD" energy_ha=-3125.84265 spin_multiplicity=2 s_squared=0.753 relative_energy_kcal_mol=0.00 total_charge=0
Ti -1.12 0.02 -1.11
C 1.47 -2.77 -3.73
C 1.82 -2.19 -2.36
C 0.90 -2.73 -1.27
C 1.85 -0.69 -2.42
C 2.75 0.10 -3.13
C 2.36 1.40 -2.89
N 1.29 1.37 -2.08
N 0.98 0.09 -1.78
B 0.45 2.59 -1.62
N -0.85 2.72 -2.43
C -1.26 3.71 -3.24
C -2.52 3.41 -3.70
C -2.83 2.17 -3.12
N -1.81 1.77 -2.35
C -4.06 1.34 -3.26
C -4.20 0.82 -4.69
C -5.30 2.11 -2.83
N 0.02 2.50 -0.13
C 0.41 3.37 0.82
C -0.51 3.36 1.84
C -1.48 2.42 1.43
N -1.16 1.92 0.25
C -2.74 2.10 2.19
C -3.75 1.29 1.37
C -2.42 1.45 3.53
H 1.49 -3.86 -3.70
H 0.47 -2.45 -4.03
H 2.17 -2.44 -4.50
H 2.84 -2.50 -2.11
H -0.15 -2.56 -1.53
H 1.04 -3.81 -1.17
H 1.10 -2.26 -0.31
H 3.59 -0.23 -3.72
H 2.75 2.35 -3.21
H 1.13 3.57 -1.79
H -0.62 4.56 -3.41
H -3.13 3.99 -4.36
H -3.95 0.48 -2.58
H -4.37 1.66 -5.38
H -3.30 0.29 -5.02
H -5.05 0.14 -4.78
H -5.42 3.02 -3.43
H -6.20 1.51 -2.97
H -5.25 2.41 -1.78
H 1.30 3.96 0.68
H -0.51 3.94 2.74
H -3.20 3.07 2.40
H -3.26 0.60 0.68
H -4.39 0.70 2.02
H -4.39 1.93 0.76
H -3.33 1.33 4.12
H -1.95 0.48 3.41
H -1.73 2.08 4.11
O -2.83 -2.19 -4.13
C -2.47 -1.68 -3.09
O -1.44 -0.91 -2.90
C -3.15 -2.05 -1.77
C -4.03 -3.10 -1.58
C -4.25 -3.53 -0.28
C -3.52 -2.98 0.78
C -2.66 -1.93 0.48
N -2.61 -1.42 -0.74
C -1.55 -1.41 1.39
O -1.51 -1.73 2.56
O -0.68 -0.71 0.73
H -4.46 -3.59 -2.44
H -4.93 -4.34 -0.09
H -3.55 -3.37 1.78
C 2.02 1.39 4.20
C 3.22 1.00 3.35
C 3.80 2.22 2.65
Sb 2.63 -0.49 1.89
C 4.62 -1.29 1.45
C 5.06 -0.80 0.07
C 5.70 -1.01 2.48
C 1.98 -2.01 3.29
C 2.91 -2.28 4.47
C 1.66 -3.30 2.54
H 2.27 2.19 4.91
H 1.63 0.55 4.78
H 1.20 1.76 3.58
H 3.98 0.56 4.00
H 3.03 2.72 2.04
H 4.63 1.97 1.98
H 4.17 2.96 3.37
H 4.46 -2.37 1.40
H 5.14 0.29 0.03
H 4.35 -1.09 -0.71
H 6.04 -1.21 -0.20
H 5.91 0.06 2.57
H 6.64 -1.49 2.18
H 5.45 -1.38 3.47
H 1.03 -1.61 3.66
H 3.82 -2.79 4.14
H 2.42 -2.93 5.20
H 3.21 -1.37 4.99
H 2.53 -3.68 2.00
H 0.85 -3.16 1.83
H 1.35 -4.08 3.24